C42H58AsMnO7SSi | ωB97M-V/def2-TZVPD

Its charge is -1. The calculation puts the strongest force on any atom at 0.0156 hartree/bohr. The multiplicity is 6. Its expectation value of S² is 8.7560. As for the total energy: -169701.762 eV. Its HOMO energy (spin up / spin down) is -3.4 / -3.6 eV. The energy above the lowest of the compared OMol25 structures with the same formula, charge and spin is 43.84 kcal/mol.

Last column: Löwdin charge in e.
Atoms and positions in Å:
C  3.370284  -2.521482  -1.901788  -0.1217
C  0.156700  2.754604  4.403426  -0.0819
C  -5.104464  -1.570688  -0.224745  -0.0960
H  4.080110  1.366365  0.547263  0.0654
C  3.424750  1.228014  1.407130  -0.1276
H  -0.505327  2.484783  -6.123744  0.1087
C  -1.132493  2.030159  -5.356083  -0.1015
H  -1.942664  -4.664984  -1.013082  0.1143
H  1.527110  2.166941  -4.971184  0.1421
O  1.536100  0.013120  -2.525787  -0.1731
H  -1.351070  -0.934833  -1.763547  0.0550
C  0.517994  2.954238  -3.166476  -0.0891
H  5.967579  -2.700630  -1.120872  0.0765
H  2.910172  -3.479680  -1.642134  0.0471
C  -1.236562  -2.006401  -1.598773  -0.2800
S  -0.779965  -2.286437  0.161847  0.9266
H  -0.379558  -2.360447  -2.174643  0.0939
C  3.479426  -3.544502  2.617323  -0.1228
H  -3.624710  -0.279636  -1.121498  0.1100
C  1.053922  -3.047535  2.576588  -0.1400
As  -2.441782  1.391945  0.754017  1.2332
H  -1.651282  4.180916  0.254675  0.1021
H  1.313489  3.753459  2.891650  0.1146
H  2.612535  -1.874014  -2.345126  0.0442
H  -2.549302  0.820255  3.831267  0.0746
C  3.451559  -0.201745  1.964437  -0.6287
C  -4.420983  -0.318919  2.160398  -0.0745
H  -1.932076  1.479990  -5.850089  0.1015
C  -4.756887  5.280441  -0.518506  -0.0894
O  1.041134  2.339900  -0.862572  -0.1655
H  4.976384  -3.740981  -0.101571  0.0564
C  2.134722  -4.299502  0.698580  -0.1441
H  4.450971  -3.585332  2.128461  0.0565
H  2.434560  1.542120  1.095911  0.0296
H  -4.183639  0.168895  3.093417  0.0851
H  -3.067891  -2.405961  0.753882  0.0552
Mn  0.681919  0.329735  -0.679787  0.8581
C  -2.725416  4.159284  0.117177  -0.0865
H  1.536162  0.010081  3.007122  0.0656
H  -5.265351  6.169315  -0.874275  0.1001
C  -5.478089  4.121277  -0.269778  -0.0878
H  0.629276  3.902370  -3.685078  0.1385
H  0.773816  3.103361  5.223088  0.1037
H  3.560588  -2.871219  3.471360  0.0504
H  1.286990  -3.349554  3.605293  0.0723
C  -2.526725  -2.778379  -1.896008  -0.2187
C  -0.308050  2.652965  2.044362  -0.0939
H  -2.813439  6.200286  -0.517743  0.1069
C  2.331413  -3.129361  1.679084  -0.6034
C  -0.309846  1.110877  -4.436289  -0.2594
C  -0.920131  1.916854  4.657074  -0.0835
C  -3.790785  0.045228  0.982043  -0.2984
H  -2.768569  2.952920  -4.216047  0.1054
C  -5.720318  -1.950356  0.958097  -0.0822
Si  2.653634  -1.453186  0.641263  0.8559
H  3.268020  -4.549414  3.022652  0.0778
C  1.025621  1.785321  -4.086436  -0.0991
H  -2.505563  -3.200945  -2.899237  0.1136
H  3.049395  -4.530661  0.148715  0.0523
H  3.750275  1.934698  2.190543  0.0793
O  3.120906  0.701963  -3.942633  0.0396
H  0.603499  -2.052071  2.633221  0.0342
C  -4.822774  2.973521  0.166247  -0.0879
C  0.461471  3.121666  3.101357  -0.0603
H  5.168922  -0.659210  -2.118611  0.0864
C  -1.689084  3.060356  -4.335594  -0.1069
H  -5.866189  -1.618859  3.070703  0.1038
H  -5.390763  2.072061  0.356102  0.0946
H  -6.468091  -2.734823  0.953780  0.1051
H  2.944252  0.611154  3.906955  0.0769
C  1.992053  0.772326  -3.469502  -0.5950
H  5.052672  -1.425793  2.870172  0.0544
H  -6.550060  4.104308  -0.422608  0.0992
H  -3.657867  -4.310444  -0.806390  0.1075
H  -1.469601  4.098335  -4.594476  0.1088
C  5.245378  -2.698114  -0.288478  -0.1133
C  -2.330463  -3.168068  0.487972  -0.3032
C  4.911262  -0.462956  2.380145  -0.1084
H  -1.461870  2.898149  -2.128187  0.1237
H  -2.171220  -3.841395  1.330572  0.0918
C  2.592116  -0.189240  3.233792  -0.1205
C  -1.408447  1.835451  2.305716  -0.2753
C  -3.445827  2.992090  0.360767  -0.2647
H  -1.145812  1.611869  5.672213  0.1012
C  1.241984  3.181445  -1.831600  -0.5827
O  1.936951  4.186142  -1.733134  0.0272
O  -0.868107  -0.972981  0.931140  -0.6138
C  4.591441  -0.494814  -1.197568  -0.1150
C  -3.380695  5.299581  -0.321247  -0.0717
H  -0.028189  2.918207  1.028678  0.0806
O  -1.563691  1.036797  -0.599131  -0.4777
H  1.350445  -4.095883  -0.037543  0.0414
H  3.802808  0.213911  -1.456146  0.0541
C  -0.983480  2.605613  -3.052936  -0.2594
O  -1.036797  1.173786  -3.202516  -0.0972
H  5.257461  -0.030079  -0.467001  0.0567
H  1.848751  -5.208330  1.255181  0.0773
C  -5.383165  -1.325098  2.147097  -0.0736
H  5.767410  -2.316680  0.592491  0.0540
H  2.647079  -1.129839  3.787568  0.0543
H  -5.369249  -2.055508  -1.156991  0.1125
H  4.133185  -2.716946  -2.672333  0.0817
H  -3.382052  -2.103154  -1.840089  0.0621
C  -1.711374  1.462453  3.611270  -0.0832
H  -0.221035  0.080020  -4.765951  0.1572
C  -2.663408  -3.862716  -0.824254  -0.2242
C  4.035542  -1.837771  -0.691406  -0.6270
H  5.592000  -0.421790  1.528825  0.0528
H  5.237569  0.316561  3.090944  0.0765
H  0.277151  -3.735837  2.220670  0.0445
C  -4.136671  -0.573298  -0.212503  -0.1229

Forces on the atoms, in the same order (eV/Å):
C 0.03 -0.05 -0.07
C 0.06 -0.01 0.00
C -0.16 0.28 -0.01
H -0.05 -0.01 0.06
C 0.15 0.08 0.15
H -0.03 0.02 -0.02
C 0.03 0.09 0.00
H -0.05 0.00 0.01
H 0.00 0.12 -0.05
O -0.22 0.14 -0.24
H 0.05 0.09 0.02
C -0.05 -0.29 0.01
H -0.06 -0.02 0.08
H 0.07 0.07 -0.05
C -0.02 -0.08 0.00
S -0.06 0.63 0.24
H -0.03 0.02 -0.01
C -0.05 -0.08 0.04
H -0.01 0.09 0.04
C 0.04 0.13 -0.01
As 0.25 -0.17 -0.15
H -0.01 0.00 -0.05
H 0.04 -0.01 -0.01
H 0.07 -0.04 0.04
H 0.04 -0.06 0.00
C 0.20 -0.01 -0.06
C -0.24 -0.14 0.10
H -0.05 -0.02 -0.01
C 0.00 -0.03 0.00
O -0.08 0.30 -0.28
H -0.01 0.03 0.04
C -0.02 -0.11 0.03
H 0.03 0.01 -0.09
H -0.26 0.05 -0.06
H -0.03 -0.01 0.00
H 0.25 -0.34 0.05
Mn 0.42 -0.02 -0.03
C -0.07 0.07 -0.02
H 0.09 0.00 0.00
H 0.02 -0.04 0.03
C 0.08 -0.02 0.03
H 0.05 0.03 -0.14
H -0.02 0.00 -0.03
H 0.06 -0.04 -0.04
H -0.01 0.00 -0.07
C 0.07 -0.08 -0.07
C -0.04 0.03 0.12
H 0.00 -0.01 0.00
C -0.16 -0.08 0.03
C -0.09 0.22 0.13
C -0.05 0.00 -0.02
C 0.00 0.04 -0.07
H 0.00 0.01 -0.03
C -0.13 -0.08 -0.09
Si -0.16 0.52 0.13
H 0.04 0.11 -0.04
C -0.21 -0.01 0.20
H 0.02 -0.03 -0.07
H -0.06 0.01 0.08
H 0.01 -0.08 -0.07
O -0.07 -0.06 -0.01
H 0.09 -0.12 -0.08
C 0.03 0.14 0.05
C 0.00 -0.09 -0.02
H -0.05 0.01 0.08
C 0.02 -0.01 -0.06
H 0.02 0.01 -0.01
H 0.00 -0.05 -0.03
H 0.02 0.02 -0.01
H -0.06 -0.08 -0.05
C 0.11 -0.13 0.27
H -0.01 -0.03 0.00
H 0.01 0.00 0.00
H -0.04 -0.01 0.02
H 0.00 -0.06 0.00
C 0.00 0.02 -0.03
C -0.02 -0.03 0.15
C -0.04 0.06 0.10
H -0.02 -0.08 0.12
H 0.02 0.00 -0.03
C -0.05 0.08 0.07
C 0.17 0.01 -0.01
C -0.05 0.04 -0.12
H 0.01 0.01 -0.04
C 0.07 -0.30 0.49
O -0.06 0.06 0.03
O -0.17 -0.75 -0.21
C 0.02 -0.04 -0.07
C -0.04 -0.01 0.01
H 0.07 -0.13 -0.03
O 0.07 0.35 0.11
H 0.08 -0.02 0.07
H 0.04 -0.06 0.02
C 0.08 -0.16 -0.20
O 0.10 0.10 -0.08
H -0.01 -0.04 -0.04
H 0.02 0.10 -0.05
C 0.15 0.13 0.13
H -0.04 -0.05 -0.04
H -0.06 0.09 -0.03
H -0.03 0.01 0.05
H -0.07 0.02 0.05
H 0.29 -0.26 -0.19
C 0.06 0.08 -0.02
H 0.00 -0.09 0.03
C 0.06 0.09 0.02
C 0.05 -0.07 -0.13
H -0.04 0.04 0.04
H -0.06 -0.09 -0.07
H 0.07 0.03 0.04
C -0.38 0.06 -0.02